Below is a molecular structure, C20H25F6N3PS4Se4Y, with properties calculated with ωB97M-V/def2-TZVPD.

Cartesian coordinates (Å):
1 H 1.745 2.124 -3.023
2 C 3.735 -1.037 -0.429
3 C 0.820 2.695 -3.023
4 H 2.759 -2.325 -1.868
5 C 1.317 0.424 3.472
6 Y -0.062 -0.366 0.514
7 C 2.700 5.081 9.884
8 H 0.673 -1.760 -3.558
9 C 2.886 3.884 9.228
10 S 1.570 -0.229 -1.931
11 C -0.113 0.192 -4.112
12 H 1.454 4.292 -1.702
13 Se -3.408 -2.171 -0.485
14 C 1.864 6.090 9.368
15 Se -2.233 -0.343 -1.250
16 F -0.182 -4.691 0.282
17 F 1.039 -4.137 2.176
18 C 3.034 -1.275 -1.778
19 H 4.403 2.119 0.124
20 H 2.302 0.608 5.338
21 H 1.780 -0.528 3.244
22 C 0.674 3.531 -1.756
23 H 3.209 5.253 10.823
24 C 2.203 3.728 8.024
25 C 0.094 2.797 3.991
26 C 3.389 1.812 -0.135
27 H -0.414 3.731 4.179
28 H 0.135 0.526 -5.118
29 C 1.310 3.101 6.110
30 C 1.011 2.304 4.920
31 H -0.858 2.441 2.115
32 C 1.607 1.074 4.654
33 F 1.446 -2.019 1.316
34 H 3.696 -1.021 -2.605
35 F 1.994 -3.909 0.100
36 H 3.669 -1.938 0.179
37 H 1.881 -0.662 -4.220
38 C -0.142 2.081 2.840
39 H 0.545 6.697 7.780
40 H 4.793 -0.826 -0.572
41 H -1.041 -0.374 -4.184
42 N 0.825 4.297 6.300
43 C 1.364 4.720 7.499
44 H 0.827 3.375 -3.876
45 C 1.188 5.927 8.181
46 N 2.150 2.693 7.114
47 H 2.638 1.819 7.186
48 H 2.732 3.854 0.104
49 S 0.683 2.678 -0.144
50 H 1.755 7.011 9.924
51 H -0.277 4.064 -1.778
52 C 1.004 -0.722 -3.575
53 S -0.617 1.597 -3.101
54 P 0.646 -3.480 0.810
55 S 3.029 0.221 0.660
56 H 3.528 3.112 9.631
57 Se -3.904 -1.676 1.708
58 Se -2.377 -0.184 2.379
59 N 0.478 0.919 2.551
60 F -0.669 -2.762 1.482
61 C 2.408 2.853 0.390
62 H 3.317 1.716 -1.217
63 F 0.261 -2.565 -0.533
64 H 2.381 2.841 1.482

Properties
Relative energy (zero: lowest compared OMol25 entry of this formula, charge and spin) = 0.0 kcal/mol
Total charge = +1
HOMO level (alpha / beta) = -10.28 / -10.46 eV
LUMO (alpha / beta) = -3.22 / -4.68 eV
2S+1 = 2
Max |F| = 0.50 eV Å⁻¹
⟨S²⟩ = 0.76

Löwdin atomic charge list, values in e, 2 entries:
1. H 0.0432
2. C -0.4713



Below is a molecular structure, C19H21BrCuN2O4S5, with properties calculated with ωB97M-V/def2-TZVPD.

Cartesian coordinates (Å):
1 H -5.049 -2.226 -0.448
2 N -5.001 0.243 -1.515
3 H -0.893 -0.786 3.437
4 N -5.040 0.370 0.870
5 H -7.431 3.565 2.025
6 O -0.136 0.046 1.741
7 C -7.127 3.598 0.976
8 C -6.265 -0.205 -1.882
9 C -0.776 -1.006 2.357
10 C -6.875 -1.340 -1.156
11 H -0.229 -1.966 2.279
12 H -5.066 3.047 1.350
13 C -8.890 -2.556 -0.616
14 H 0.303 -6.588 1.172
15 C -6.762 -3.353 0.160
16 H -4.467 0.606 -2.293
17 C -8.142 -3.483 0.103
18 C -1.118 -4.680 -1.875
19 H -9.966 -2.662 -0.678
20 H -7.968 3.258 0.366
21 C -0.433 -3.991 -0.880
22 H -1.526 -4.120 -2.706
23 S -2.692 0.588 -0.303
24 H -7.022 0.901 0.416
25 Cu 0.640 -0.124 -0.001
26 C -6.126 -2.296 -0.467
27 H -6.912 4.634 0.713
28 C 0.071 -4.684 0.214
29 H -1.797 -1.189 1.952
30 O -0.843 -1.878 -1.880
31 H -8.819 -0.775 -1.822
32 H -6.174 -4.088 0.695
33 C -0.745 -6.762 -0.691
34 Br -2.159 -7.030 -3.137
35 H -0.862 -7.836 -0.638
36 H -8.633 -4.308 0.604
37 C -0.224 -2.480 -1.002
38 H -6.522 1.138 2.085
39 O 0.594 -2.016 -0.146
40 C -1.251 -6.050 -1.765
41 S 3.598 1.232 0.055
42 H 0.595 -4.120 0.974
43 H -4.376 0.450 1.628
44 O -6.788 0.281 -2.867
45 C -8.260 -1.504 -1.249
46 C -4.321 0.384 -0.312
47 S 0.436 2.092 -0.367
48 C -6.201 1.245 1.047
49 C -0.090 -6.058 0.312
50 C -5.907 2.714 0.737
51 S 2.670 0.145 -1.337
52 S 2.007 2.664 0.694
53 H -5.592 2.793 -0.306

Properties
Relative energy (zero: lowest compared OMol25 entry of this formula, charge and spin) = 47.3 kcal/mol
Total charge = -2
HOMO level (alpha / beta) = 0.23 / -0.11 eV
LUMO (alpha / beta) = 3.71 / 3.71 eV
2S+1 = 2
Max |F| = 1.25 eV Å⁻¹
⟨S²⟩ = 0.76

Löwdin atomic charge list, values in e, 2 entries:
1. H 0.1227
2. N 0.0966



Below is a single C2H4N2OS molecule, with properties calculated with ωB97M-V/def2-TZVPD.

Cartesian coordinates (Å):
1 C 0.898 0.512 -0.099
2 H 2.257 -1.385 0.666
3 N -1.174 -0.738 -0.205
4 O 0.574 1.685 -0.267
5 H -1.424 1.291 0.567
6 N -1.753 0.475 0.258
7 H 0.635 -1.678 -0.663
8 H -2.802 0.500 -0.138
9 C 0.108 -0.736 -0.149
10 S 2.682 0.074 0.031

Properties
SMILES string = N/N=C\C(=O)S
Relative energy (zero: lowest compared OMol25 entry of this formula, charge and spin) = 99.3 kcal/mol
HOMO level = -9.36 eV
LUMO = -0.31 eV
Max |F| = 10.25 eV Å⁻¹

Löwdin atomic charge list, values in e, 2 entries:
1. C -0.7742
2. H 0.0346



Below is 13 unconnected molecules or ions with the total composition C53H115N6O23, with properties calculated with ωB97M-V/def2-TZVPD.

Cartesian coordinates (Å):
1 H -6.619 -5.786 1.239
2 H -0.344 -1.378 -0.150
3 H 0.269 -0.139 -2.559
4 C -1.160 -0.846 -0.653
5 C 2.045 0.536 4.211
6 H 2.012 6.909 0.548
7 H -4.486 0.460 0.560
8 H 0.713 7.841 -0.307
9 H 0.023 -1.174 -4.574
10 H -0.829 1.652 2.365
11 H 3.973 -1.391 1.898
12 H -0.475 6.400 1.209
13 H 0.839 6.328 -2.169
14 C 4.315 2.002 6.810
15 O -1.601 -2.035 2.180
16 H 0.486 1.768 0.390
17 O -0.858 -4.047 2.982
18 O -0.408 2.614 -4.422
19 H -7.118 -2.191 -0.377
20 H 3.139 2.981 8.432
21 H -8.792 -6.622 0.074
22 H 4.268 -0.770 6.421
23 H -0.083 -1.267 6.263
24 H -2.552 1.411 -0.749
25 H 2.148 -4.577 2.008
26 H 3.164 4.805 0.436
27 C -1.459 -3.184 -7.830
28 C -0.304 3.796 4.547
29 H 1.535 -2.885 -7.988
30 H 3.722 -3.369 -6.869
31 O -0.800 6.784 -2.174
32 H -1.541 -2.374 -5.819
33 H 1.519 1.796 -6.477
34 C 0.784 0.184 4.956
35 C -5.278 -0.717 2.075
36 H 2.931 -2.356 2.818
37 H 0.433 0.964 5.638
38 H 1.902 1.506 3.740
39 C 1.106 4.073 -0.697
40 H 2.185 -1.505 -3.393
41 H -3.279 -3.793 -6.766
42 O -1.537 4.682 -2.662
43 H 1.590 3.104 -0.516
44 H -3.683 2.201 2.776
45 H -7.359 -1.392 2.185
46 H -1.876 2.270 1.025
47 H 5.728 -3.757 1.217
48 H -1.285 2.294 -1.715
49 O 0.655 2.274 -6.453
50 C -8.685 -5.834 0.817
51 H 3.360 -0.654 -0.194
52 H -9.499 -5.127 0.644
53 O -4.094 3.016 2.409
54 O -2.401 0.517 1.669
55 O -0.600 5.991 -4.314
56 H 4.899 -4.296 -0.320
57 N 3.659 -3.369 1.097
58 H 2.337 -2.038 7.107
59 C -3.245 -2.652 -3.455
60 H 2.834 -1.778 0.006
61 C 2.888 -2.794 -6.452
62 C -0.892 -3.017 -6.424
63 N 2.182 4.883 -1.375
64 H -0.716 5.902 -0.446
65 H -7.019 -4.995 -0.266
66 O -3.530 -2.005 -4.461
67 C 2.043 -1.616 -4.475
68 O 1.941 -4.885 -1.119
69 H 2.776 3.416 -2.771
70 C -5.016 -1.525 -0.305
71 C 2.421 -3.543 -1.186
72 C 4.042 3.116 7.842
73 H -6.366 -2.214 3.308
74 C 0.510 0.485 -1.710
75 O 3.676 1.414 -0.686
76 H 1.010 -4.988 -0.905
77 C -4.922 -3.646 1.702
78 C 3.852 -2.426 2.226
79 N 3.278 0.478 5.030
80 H -4.076 -2.050 -0.180
81 C 3.178 -4.658 1.685
82 H 2.276 1.477 6.387
83 C 3.177 1.766 5.848
84 C -6.128 -2.509 -0.062
85 C 1.182 6.866 -0.168
86 C 5.667 5.910 0.036
87 H 4.606 -2.782 2.923
88 H -6.182 0.148 0.421
89 H 1.257 -4.197 -6.773
90 H 2.281 -0.603 -4.818
91 C -5.217 -0.345 0.597
92 H -2.039 0.809 -2.269
93 H 4.020 4.067 7.303
94 H 3.847 -5.021 2.456
95 H -4.369 -1.193 2.456
96 H 3.157 -5.354 0.845
97 C 1.490 -3.148 -6.932
98 O -1.368 2.914 4.314
99 H -0.277 -0.376 -6.367
100 H -1.702 -3.086 -2.276
101 O 0.552 3.444 5.446
102 O -5.724 4.246 3.410
103 H 1.655 -2.896 0.659
104 H -8.814 -6.320 1.784
105 O 1.525 1.506 -4.464
106 H 5.122 -2.580 -0.045
107 H 1.002 -1.952 5.046
108 H 6.409 5.207 -0.341
109 H -7.391 -4.037 2.638
110 C -1.634 -3.006 2.994
111 H 3.242 -3.464 -1.904
112 H -4.084 -2.966 1.594
113 H -0.026 0.041 4.236
114 H -1.208 -1.241 -1.669
115 H 2.624 -3.666 -4.530
116 O 3.072 1.809 1.426
117 H 5.144 2.450 6.251
118 H 3.825 3.841 -0.847
119 H -2.106 -0.436 1.787
120 H 1.671 -2.852 -1.620
121 H 1.462 4.604 -3.309
122 C 0.640 4.633 0.620
123 H 4.310 1.499 3.547
124 H 4.911 3.228 8.494
125 H -1.705 -2.243 -8.298
126 H -2.413 -5.139 -7.505
127 H -5.920 -3.474 -0.515
128 C -7.344 -5.119 0.763
129 H 0.825 1.491 -1.957
130 H 3.186 -1.831 -6.899
131 O -4.691 2.609 4.580
132 H -0.696 -3.816 -8.298
133 C 2.953 -2.704 -4.956
134 H 0.332 3.888 -1.444
135 C 2.097 -1.081 6.637
136 H 1.343 0.038 -1.159
137 C -7.354 -3.850 1.563
138 H 2.902 2.646 5.269
139 O -0.387 4.947 4.034
140 H 3.429 -1.552 5.067
141 C 0.347 -0.973 -7.035
142 C 2.630 -2.838 0.171
143 O -4.016 -3.261 -2.689
144 H -3.323 -4.125 -8.511
145 H 1.365 4.646 1.436
146 H -0.661 -3.981 -5.987
147 H -5.460 0.172 2.679
148 C -1.673 1.334 -1.382
149 H 4.546 1.055 7.303
150 H 1.303 -0.458 -7.031
151 C 0.041 5.988 0.343
152 H -5.140 -1.232 -1.348
153 C 3.361 -0.766 5.828
154 C -4.909 3.330 3.541
155 H 3.163 5.138 -3.132
156 H 5.405 5.846 1.090
157 C 4.407 6.004 -0.871
158 C -2.679 -4.084 -7.630
159 N -0.617 0.478 -0.780
160 H -4.929 -4.029 2.716
161 H 3.997 6.879 -0.357
162 H 4.569 -0.273 3.596
163 C 0.863 -1.115 5.751
164 C -1.334 1.414 1.420
165 H -4.783 -4.418 0.949
166 N 0.440 -2.246 -6.297
167 H 3.961 -2.549 -4.559
168 H -2.116 3.463 4.011
169 C 0.620 -2.057 -4.813
170 H -1.528 4.065 -3.415
171 H 2.159 -0.179 3.385
172 C 3.256 1.077 0.430
173 C 0.559 2.168 -5.029
174 C -6.334 -1.757 2.313
175 H 4.671 6.204 -1.903
176 C 4.493 0.639 4.187
177 N -6.171 -2.947 1.408
178 H 0.180 -2.914 -4.320
179 O -2.636 -3.046 3.976
180 C 1.689 6.286 -1.472
181 C 2.404 4.435 -2.792
182 C -0.203 0.937 0.560
183 O -1.881 -2.793 -3.171
184 H -0.087 3.907 1.003
185 C -0.974 5.893 -3.084
186 H -2.092 -1.091 -0.166
187 C 5.000 -3.541 0.454
188 H 0.421 0.184 1.044
189 H -8.185 -3.185 1.326
190 H 5.356 0.762 4.828
191 H 1.983 -0.307 7.402
192 H 2.372 6.974 -1.974
193 H -0.075 -1.069 -8.021
194 H -2.366 -3.897 4.384
195 H 6.146 6.897 -0.010
196 C 3.482 4.852 -0.603
197 O 2.982 -0.327 0.664

Properties
Total charge = -1
HOMO level = -3.82 eV
LUMO = 0.49 eV
Max |F| = 3.50 eV Å⁻¹

Löwdin atomic charge list, values in e, 2 entries:
1. H 0.1146
2. H 0.1031



Below is a single C5H11NOS molecule, with properties calculated with ωB97M-V/def2-TZVPD.

Cartesian coordinates (Å):
1 H 3.267 0.462 1.049
2 N 0.129 0.154 -0.196
3 C 2.151 0.442 1.144
4 H 1.817 1.437 1.449
5 H 1.881 -0.318 1.857
6 C 2.192 -1.163 -0.821
7 S -2.114 -1.163 0.263
8 H 3.267 -1.007 -0.983
9 H 2.089 -1.969 -0.102
10 C 1.590 0.176 -0.253
11 O -0.427 1.327 0.303
12 H -1.611 2.947 0.048
13 H -0.728 2.588 -1.363
14 H 1.845 1.071 -0.958
15 H 1.825 -1.469 -1.776
16 C -1.265 2.093 -0.575
17 H -2.065 1.488 -0.983
18 H -0.021 -1.855 -0.287
19 C -0.540 -0.958 -0.031

Properties
SMILES string = CON(C=S)C(C)C
Relative energy (zero: lowest compared OMol25 entry of this formula, charge and spin) = 75.5 kcal/mol
HOMO level = -8.09 eV
LUMO = 0.82 eV
Max |F| = 2.01 eV Å⁻¹

Löwdin atomic charge list, values in e, 2 entries:
1. H 0.0950
2. N -0.1782



Below is a single CH2N2O3Si molecule, with properties calculated with ωB97M-V/def2-TZVPD.

Cartesian coordinates (Å):
1 N -3.599 0.522 0.841
2 O -0.779 -2.472 1.257
3 C -2.550 0.349 0.458
4 O 0.578 0.738 0.211
5 O 0.118 -2.512 -0.720
6 Si -0.708 -0.105 -0.273
7 H -0.619 -0.007 -1.622
8 N -0.514 -1.982 0.172
9 H 0.787 0.541 1.165

Properties
SMILES string = N#C[Si@@H](O)[N+](=O)[O-]
Relative energy (zero: lowest compared OMol25 entry of this formula, charge and spin) = 19.5 kcal/mol
HOMO level = -11.27 eV
LUMO = -0.68 eV
Max |F| = 5.31 eV Å⁻¹

Löwdin atomic charge list, values in e, 2 entries:
1. N 0.0577
2. O 0.0258



Below is a molecular structure, C5H10O2V, with properties calculated with ωB97M-V/def2-TZVPD.

Cartesian coordinates (Å):
1 H -2.390 2.493 0.973
2 O -1.712 1.004 -0.295
3 H 0.440 -0.117 -1.352
4 H -0.456 1.153 1.342
5 C 0.518 0.171 -0.293
6 C 3.048 -2.325 0.056
7 H 4.013 -2.525 -0.406
8 H -1.103 -0.449 1.054
9 H -3.237 0.916 1.121
10 C 2.479 -1.132 -0.122
11 V -2.256 0.124 -2.238
12 C -2.770 1.623 0.419
13 C -0.714 0.444 0.540
14 H -3.517 1.949 -0.316
15 H 1.075 1.110 -0.434
16 H 2.848 -0.426 -0.875
17 H 2.487 -3.167 0.463
18 O 1.247 -0.845 0.363

Properties
HOMO level (alpha / beta) = -6.31 / -5.07 eV
LUMO (alpha / beta) = 0.43 / 0.59 eV
2S+1 = 4
Max |F| = 1.40 eV Å⁻¹
⟨S²⟩ = 4.05

Löwdin atomic charge list, values in e, 2 entries:
1. H 0.0984
2. O -0.4841



Below is 2 unconnected molecules or ions with the total composition C28H26N2O2, with properties calculated with ωB97M-V/def2-TZVPD.

Cartesian coordinates (Å):
1 H -4.542 -2.015 -4.696
2 H -2.157 -2.919 -0.756
3 C 0.029 2.029 2.664
4 C 2.788 -1.234 -3.865
5 C 3.594 1.787 2.906
6 C -0.228 -1.189 -0.261
7 H -2.963 -0.693 1.774
8 H -1.983 0.683 -4.172
9 C -0.957 0.979 2.440
10 H 2.009 2.438 4.218
11 O 1.296 1.575 2.472
12 C -3.321 0.281 2.124
13 C 2.256 2.426 3.145
14 H 5.419 -0.881 0.372
15 C -2.947 -2.184 -2.621
16 C 2.094 -1.179 0.700
17 C -0.466 -0.264 2.822
18 H 3.826 1.756 1.834
19 C -2.366 1.278 2.440
20 C 1.159 -1.147 -0.372
21 H 2.201 3.453 2.751
22 H -4.508 3.771 3.376
23 C 4.393 -0.908 -2.060
24 H -5.405 -0.228 2.008
25 H -6.193 2.016 2.775
26 C -3.871 -1.149 -4.729
27 H -0.351 0.681 -2.288
28 H 4.896 -0.875 -4.167
29 C 3.322 -1.011 -1.182
30 H -3.357 -1.171 -5.702
31 N -0.048 -1.299 3.202
32 C -2.921 -1.154 -3.573
33 C -2.840 2.572 2.791
34 H 3.587 0.766 3.313
35 H 1.888 -1.295 1.759
36 C -1.994 -0.113 -3.423
37 N 3.356 -1.057 0.215
38 H -4.475 -0.232 -4.711
39 H 5.402 -0.753 -1.687
40 H 4.390 2.349 3.406
41 C -4.685 0.552 2.241
42 C 1.979 -1.144 -1.599
43 C 4.101 -0.988 -3.429
44 O -0.159 3.188 3.031
45 H -0.621 -1.485 0.709
46 C 4.560 -1.053 1.025
47 C -1.093 -0.113 -2.367
48 C -1.127 -1.137 -1.381
49 H 0.712 -1.556 -3.277
50 H -2.110 3.358 2.969
51 C -2.113 -2.143 -1.521
52 H 4.695 -2.009 1.552
53 H 2.582 -1.351 -4.931
54 C -5.130 1.810 2.675
55 C -4.194 2.803 2.984
56 C 1.726 -1.336 -2.951
57 H -3.637 -3.022 -2.756
58 H 4.501 -0.262 1.785

Properties
Relative energy (zero: lowest compared OMol25 entry of this formula, charge and spin) = 22.3 kcal/mol
HOMO level = -6.09 eV
LUMO = -2.06 eV
Max |F| = 2.16 eV Å⁻¹

Löwdin atomic charge list, values in e, 2 entries:
1. H 0.0791
2. H 0.1255